1.
C5H7AuO4 | the ωB97M-V functional and the def2-TZVPD basis

Multiplicity: 4
ΔE to the lowest compared entry with this formula, charge and spin: 8.4 kJ/mol
Net charge: +1
Gap between HOMO and LUMO (spin up / spin down): 8.1 / 6.9 eV
Expectation value of S²: 3.79

```
17
Properties=species:S:1:pos:R:3:lowdin_spin:R:1
O 2.1887 -0.8581 0.1798 0.658
Au 0.6241 -1.4107 -0.4747 0.741
C 2.3545 0.5225 0.3444 0.088
C 1.0461 1.2485 0.6190 0.332
H 3.0344 0.7159 1.1983 0.014
H 2.8298 0.9844 -0.5456 0.033
H 0.4509 0.7222 1.3803 0.007
H 1.1820 2.3311 0.7441 0.014
C -0.4523 1.3338 -0.8552 0.025
C -0.6951 -0.0475 -1.1154 0.780
H 0.1445 1.8068 -1.6463 0.013
H -1.2833 1.9628 -0.5033 0.003
O -1.9556 -0.4490 -0.5182 0.111
C -1.9987 -1.6484 -0.0218 0.039
O -1.0145 -2.3636 0.1957 0.120
O -3.2086 -1.9596 0.3817 0.021
H -3.2466 -2.8911 0.6373 0.001
```

2.
C5H7BClFN2O3 | the ωB97M-V functional and the def2-TZVPD basis

Gap between HOMO and LUMO: 7.4 eV

```
20
Properties=species:S:1:pos:R:3:mulliken_charge:R:1
O -3.2458 -0.7436 1.1588 -0.436
C -2.5409 0.0220 0.6022 0.585
F -2.5559 1.3419 0.8949 -0.216
C -1.5095 -0.3172 -0.4519 -0.651
N -0.2167 -0.4771 0.1805 0.294
C 0.1093 -1.5690 0.9376 -0.240
C 1.3666 -1.3687 1.3883 -0.552
N 1.7877 -0.1777 0.8500 0.055
C 0.8147 0.3581 0.1077 -0.150
B 0.9223 1.7190 -0.6948 0.507
O 1.8369 1.7994 -1.7087 -0.532
O 0.1368 2.7630 -0.3600 -0.439
H -1.4648 0.4568 -1.2128 0.316
H -1.7608 -1.2626 -0.9338 0.389
H -0.5597 -2.3853 1.1292 0.489
H 1.9804 -1.9974 2.0031 0.428
H 2.6854 0.2568 0.9755 0.209
H 1.8712 0.9948 -2.2413 0.349
H 0.1663 3.4312 -1.0571 0.316
Cl 0.1766 -2.8444 -1.5676 -0.721
```